(1)
This record from the Open Molecules 2025 dataset describes 10 unconnected molecules or ions with the total composition C38H49F27O22S in a non-equilibrium geometry. The level of theory is ωB97M-V/def2-TZVPD.

Structure (XYZ):
```
137
Properties=species:S:1:pos:R:3:forces:R:3:mulliken_charge:R:1
S 28.466 2.070 3.827 -0.418 0.406 -2.193 1.066
F 21.694 15.195 -5.063 0.300 -0.241 -1.148 -0.236
F 17.257 2.454 1.727 0.294 -0.518 -0.788 -0.222
F 21.604 11.918 -12.398 -0.722 -1.017 -0.531 -0.235
F 22.445 2.722 -6.291 2.004 0.624 1.150 -0.251
F 17.322 -8.805 -0.370 -0.970 -0.824 0.128 -0.227
F 23.247 10.884 -13.147 4.857 -0.287 0.557 -0.225
F 31.744 4.723 -4.111 -0.443 -0.285 0.508 -0.257
F 22.310 -6.885 -10.598 0.026 -0.305 -2.861 -0.223
F 18.970 2.544 0.351 -1.365 -0.800 -0.229 -0.221
F 20.249 13.749 -5.700 1.101 0.822 -1.492 -0.233
F 22.492 3.664 -4.342 0.465 0.075 -0.088 -0.231
F 21.468 -5.897 -8.899 0.131 -0.357 -0.228 -0.266
F 25.467 -5.845 1.844 -1.506 -1.503 0.103 -0.268
F 24.378 3.757 -5.475 -2.301 -1.921 0.098 -0.210
F 21.009 15.303 -7.150 0.283 -1.126 0.813 -0.212
F 29.529 4.652 -4.238 -0.740 -0.717 1.115 -0.222
F 21.679 11.050 -14.445 -1.313 -0.480 0.814 -0.264
F 15.709 6.766 -7.180 -0.381 -0.459 -0.844 -0.248
F 16.902 7.836 -8.704 0.703 -0.808 -0.146 -0.218
F 17.253 8.032 -6.515 -0.647 0.610 -1.589 -0.250
F 30.603 6.287 -5.001 0.087 0.566 -0.660 -0.249
F 18.739 -8.153 1.187 -1.072 0.410 -0.894 -0.247
F 19.415 -8.559 -0.782 -0.209 0.245 -0.466 -0.243
F 17.792 0.616 0.596 0.222 1.438 -0.053 -0.225
F 23.572 -6.321 -8.958 -0.037 -0.439 -0.255 -0.241
F 26.926 -4.725 0.863 2.282 -0.014 -3.154 -0.254
F 25.363 -3.719 1.729 -1.502 1.684 0.839 -0.250
O 23.158 -8.717 -8.210 0.158 1.100 -1.175 -0.290
O 27.068 2.250 4.705 2.829 -0.667 0.961 -0.338
O 31.445 4.706 -7.034 -0.732 -0.859 1.338 -0.524
O 30.211 3.012 -6.156 -0.122 1.688 2.531 -0.308
O 29.352 3.231 3.954 -2.246 -2.481 0.113 -0.505
O 18.080 -6.642 -1.910 -0.219 -1.327 0.189 -0.188
O 28.246 -5.320 2.850 -1.667 0.376 1.079 -0.279
O 22.631 0.907 -4.152 -2.471 -0.414 1.132 -0.316
O 17.913 -5.553 0.064 -0.366 -1.753 -0.449 -0.534
O 22.308 8.461 -12.999 -1.233 1.809 1.263 -0.290
O 24.787 1.228 -4.507 -0.965 0.712 0.004 -0.560
O 26.643 -4.215 4.110 0.025 -0.170 1.060 -0.485
O 20.884 -8.587 -8.607 3.821 1.894 -0.365 -0.544
O 29.038 0.725 3.888 -1.487 2.533 0.268 -0.477
O 23.337 13.637 -7.397 -2.971 0.297 2.152 -0.525
O 14.928 9.433 -8.787 1.239 -1.195 -0.067 -0.254
O 27.586 2.242 2.347 2.236 0.213 2.036 -0.368
O 22.521 12.451 -5.613 -0.967 2.660 -0.015 -0.299
O 20.506 1.330 2.007 -3.290 -0.218 0.739 -0.548
O 15.106 9.694 -6.565 -0.708 0.269 0.808 -0.491
O 18.739 1.115 3.524 0.906 0.402 -1.701 -0.325
O 20.688 9.465 -11.667 0.621 -0.021 -0.692 -0.506
C 16.325 7.895 -7.527 -0.174 0.525 1.576 0.851
C 21.996 10.836 -13.131 -1.891 1.994 -1.049 0.844
C 29.096 2.325 -8.194 0.685 -0.106 0.829 -1.037
C 14.034 10.542 -8.963 0.748 -0.238 -2.096 -0.142
C 19.542 0.776 4.737 0.367 0.413 -0.310 -0.184
C 17.512 -5.669 -2.748 -0.674 0.188 -1.844 -0.143
C 19.921 1.998 5.592 -1.559 0.122 -1.458 -1.080
C 21.349 14.458 -6.163 -1.846 0.566 2.045 0.833
C 24.909 11.468 -5.357 -1.246 0.181 -0.688 -0.987
C 21.538 9.527 -12.510 -0.147 -2.633 0.321 0.414
C 23.153 -9.950 -7.499 -1.135 -0.412 1.052 -0.373
C 18.360 -8.060 -0.124 1.623 1.316 1.322 0.927
C 30.818 4.206 -6.116 0.572 0.112 -3.685 0.406
C 19.298 1.345 2.262 3.005 -0.321 2.608 0.386
C 23.271 2.968 -5.180 -1.055 0.730 -0.700 0.861
C 30.633 -5.078 3.341 -1.914 0.234 -0.266 -1.066
C 15.314 9.084 -7.562 0.961 0.901 -0.114 0.345
C 26.998 -4.767 3.125 2.247 0.709 -0.128 0.350
C 22.619 -1.531 -4.470 1.715 -0.047 -0.268 -1.096
C 29.202 -5.217 3.924 1.202 0.641 0.463 -0.291
C 18.021 -6.564 -0.590 1.450 0.819 0.472 0.283
C 26.155 -4.727 1.879 0.502 -1.280 0.561 0.943
C 26.219 2.015 2.520 -0.745 -1.187 -0.143 -0.249
C 22.207 7.149 -12.334 -3.181 0.556 -1.276 -0.307
C 25.847 2.185 4.041 -0.518 1.033 -2.105 -0.180
C 18.261 1.748 1.182 0.868 -0.094 1.153 0.855
C 22.379 -6.820 -9.333 -0.221 2.588 2.732 0.857
C 22.733 -0.386 -3.455 -1.360 -0.634 -1.214 -0.203
C 22.041 -8.112 -8.677 -2.620 -4.699 1.803 0.401
C 23.103 -9.644 -5.976 -0.815 -0.370 -1.984 -0.938
C 23.528 6.679 -11.969 1.090 -0.478 1.041 -1.067
C 23.626 1.600 -4.546 4.037 -0.642 -0.594 0.399
C 30.636 4.978 -4.844 0.886 0.241 0.490 0.870
C 14.040 10.935 -10.469 -0.832 -0.042 0.013 -1.208
C 22.479 13.510 -6.513 4.407 -3.038 -1.098 0.396
C 30.330 2.192 -7.259 0.374 -0.754 -2.716 -0.286
C 23.406 11.330 -5.714 -0.315 -1.492 -0.309 -0.384
C 17.684 -6.151 -4.201 1.308 -0.163 0.143 -1.209
H 30.493 1.173 -6.908 -0.365 0.058 0.171 0.346
H 22.344 -10.579 -7.872 -0.617 0.352 0.393 0.359
H 25.366 3.142 4.245 -0.151 -0.027 -0.143 0.254
H 24.233 6.995 -12.738 0.229 -0.359 0.225 0.311
H 29.150 -6.005 4.676 -0.454 -0.460 -0.474 0.339
H 19.029 2.622 5.657 -0.111 0.041 0.422 0.305
H 18.074 -4.740 -2.646 -0.516 0.195 0.256 0.275
H 22.184 -9.099 -5.760 -0.059 -0.128 0.112 0.252
H 21.647 6.548 -13.051 0.783 -0.317 -0.703 0.343
H 22.957 10.540 -5.113 -0.200 0.525 0.746 0.351
H 21.802 -0.510 -2.902 0.088 0.899 0.324 0.235
H 25.065 11.914 -4.375 -0.193 0.813 -0.351 0.302
H 23.034 -10.658 -5.582 0.450 0.368 0.933 0.357
H 31.334 -5.096 4.175 0.159 -0.090 -0.354 0.356
H 23.806 7.045 -10.980 0.305 0.526 -0.172 0.280
H 13.365 11.786 -10.555 -0.250 0.041 0.083 0.381
H 21.717 -1.658 -5.069 -0.410 0.372 0.741 0.331
H 28.229 2.279 -7.535 -0.261 0.030 -0.354 0.267
H 22.860 -2.426 -3.898 -0.341 -0.272 -0.139 0.352
H 30.587 -4.101 2.861 0.653 0.061 -0.012 0.277
H 21.418 7.110 -11.583 0.530 0.860 0.786 0.354
H 25.172 1.384 4.341 0.514 -0.185 0.337 0.259
H 20.501 0.318 4.493 -0.411 -0.489 -0.547 0.285
H 14.954 11.311 -10.927 0.452 -0.273 0.704 0.334
H 13.105 10.048 -8.680 -0.476 1.369 0.308 0.295
H 23.127 10.914 -6.683 1.183 0.111 -0.610 0.364
H 17.184 -7.063 -4.527 -0.463 0.120 0.542 0.330
H 17.507 -5.378 -4.949 -0.214 0.151 0.290 0.369
H 16.437 -5.622 -2.574 0.126 0.593 0.589 0.295
H 25.999 0.991 2.219 0.098 -0.347 0.241 0.218
H 31.229 2.461 -7.814 0.075 0.058 -0.026 0.337
H 29.063 1.528 -8.937 0.037 -0.139 0.212 0.378
H 23.558 -0.480 -2.750 0.263 0.389 -0.566 0.364
H 23.991 -10.620 -7.693 0.748 1.016 -0.495 0.354
H 25.384 10.503 -5.181 -0.314 -0.316 -0.686 0.363
H 25.696 2.583 1.751 -0.120 0.688 0.621 0.321
H 20.223 1.693 6.594 0.353 0.133 -0.268 0.371
H 29.035 -4.297 4.485 -0.382 0.028 -0.071 0.324
H 23.393 -1.471 -5.235 0.336 0.130 0.118 0.324
H 29.127 3.261 -8.752 -0.063 0.107 0.256 0.281
H 18.876 0.097 5.270 0.200 0.000 -0.125 0.326
H 25.319 11.973 -6.232 0.776 0.236 0.637 0.268
H 14.435 11.447 -8.507 -0.604 -0.413 1.054 0.274
H 20.606 2.604 4.999 0.539 -0.115 0.556 0.278
H 18.742 -6.400 -4.272 0.201 0.030 -0.286 0.313
H 30.796 -5.810 2.549 0.350 -0.193 0.354 0.303
H 23.520 5.604 -11.790 0.068 -0.150 -0.575 0.348
H 13.653 10.187 -11.162 -0.022 -0.288 0.309 0.332
H 23.939 -8.992 -5.724 0.167 -0.604 0.350 0.296
```
Positions in Å, forces in eV/Å.

Energy above the lowest of the compared OMol25 structures with the same formula, charge and spin ... 752.3 kJ/mol
HOMO-LUMO gap ... 11.02 eV
Highest occupied orbital energy ... -11.1 eV
2S+1 ... 1
SMILES ... CCOC(=O)C(F)(F)F.CCOC(=O)C(F)(F)F.CCOC(=O)C(F)(F)F.CCOC(=O)C(F)(F)F.CCOC(=O)C(F)(F)F.CCOC(=O)C(F)(F)F.CCOC(=O)C(F)(F)F.CCOC(=O)C(F)(F)F.CCOC(=O)C(F)(F)F.O=S1(=O)OCCO1
E_tot ... -169448.079 eV



(2)
This record from the Open Molecules 2025 dataset describes a molecular structure, C38H50CsN10O4P2S3. The level of theory is ωB97M-V/def2-TZVPD.

Structure (XYZ):
```
108
Properties=species:S:1:pos:R:3:forces:R:3:mulliken_charge:R:1
Cs 0.210 -0.499 1.582 -0.470 0.095 -0.066 1.208
S 2.564 1.854 3.311 0.037 0.048 0.093 -0.256
S -0.050 -7.156 -2.604 0.005 -0.033 0.008 -0.521
S -2.245 5.397 0.949 -0.018 0.052 0.023 -0.485
P 1.127 -1.015 -2.580 -0.097 0.178 -0.100 -0.666
P 3.379 -0.214 -0.875 0.033 -0.050 -0.074 1.299
O 2.760 -0.767 0.339 0.259 -0.075 -0.257 -1.149
O 0.207 -0.404 -1.608 0.240 0.009 0.021 0.038
O 0.236 0.374 4.333 -0.090 0.127 0.151 -0.754
O 2.686 -0.673 -2.255 0.015 0.050 0.104 -0.602
N 3.455 1.431 -1.064 0.019 0.012 0.056 0.256
N 0.892 -0.412 -4.096 -0.011 -0.012 0.020 0.854
N -1.017 -3.444 1.236 0.085 -0.120 0.154 -0.338
N 1.379 -7.618 -0.391 -0.023 -0.007 -0.008 -0.579
N -2.780 2.772 0.868 -0.118 -0.271 -0.021 -0.081
N 4.931 -0.737 -1.050 0.003 0.030 -0.007 0.286
N -0.532 3.422 0.963 0.054 0.045 -0.036 -0.019
N -3.212 0.010 0.842 0.047 -0.048 0.059 -0.241
N 1.187 -2.641 -2.779 -0.050 0.000 -0.041 0.201
N 0.100 1.670 4.372 0.013 0.003 -0.063 0.560
C -2.877 -0.302 -1.509 0.035 0.005 0.020 0.218
C -1.591 -3.829 0.079 -0.014 -0.081 -0.032 0.474
C -6.299 0.726 2.781 -0.003 0.007 0.007 -0.658
C -1.090 2.172 4.779 0.015 0.029 0.021 -0.275
C -5.807 0.704 4.082 0.002 0.011 -0.001 -0.545
C 0.895 3.887 4.123 0.012 0.017 0.002 -0.964
C -5.479 0.449 1.699 0.015 -0.009 0.013 -0.013
C 2.223 2.168 -1.355 -0.007 0.029 0.051 -0.522
C 5.750 -0.310 -2.162 0.007 -0.004 0.008 -1.164
C -4.465 0.386 4.273 0.004 -0.019 0.012 -0.645
C 0.017 0.717 -4.337 -0.011 -0.019 0.020 -0.819
C 0.421 -5.374 1.048 -0.070 -0.089 -0.009 -0.815
C 4.265 2.095 -0.035 0.015 -0.015 -0.016 -0.736
C -0.309 4.400 4.543 0.014 -0.001 0.005 -0.109
C -1.805 3.672 0.935 0.009 0.004 0.021 0.569
C 1.714 -0.817 -5.214 0.003 -0.019 -0.015 -1.319
C 0.056 7.036 1.050 -0.004 -0.018 -0.010 -0.407
C 5.616 -1.433 0.019 0.001 -0.019 -0.004 -0.997
C 1.752 -3.420 -1.665 -0.021 -0.022 -0.036 -0.690
C -3.582 -0.600 -0.322 -0.077 0.003 0.009 -0.174
C 0.374 -6.821 -0.985 0.000 0.005 0.018 0.180
C -0.139 -5.756 -0.206 -0.017 0.034 -0.001 0.495
C -0.052 -4.255 1.697 -0.038 0.117 -0.094 -0.684
C 1.130 2.506 3.972 -0.015 -0.093 0.001 -0.012
C -0.051 -3.218 -3.338 0.080 -0.016 0.044 -0.554
C -3.638 0.106 3.200 0.006 -0.094 -0.078 -0.184
C -4.100 -1.963 -2.771 0.003 0.005 0.005 -0.841
C 1.441 7.094 1.108 0.018 0.004 0.012 -0.577
C -4.573 -1.606 -0.425 -0.008 0.025 0.000 -0.253
C -4.109 0.139 1.871 -0.042 0.038 -0.005 -0.409
C -0.551 5.791 0.999 0.024 -0.016 -0.027 0.845
C -3.124 -0.972 -2.691 -0.006 -0.004 -0.014 -0.175
C -1.338 3.518 4.867 -0.003 -0.026 -0.002 -0.948
C 2.191 5.917 1.139 0.013 0.021 -0.014 -0.920
C 1.582 4.675 1.094 -0.056 -0.012 -0.018 0.506
C -4.817 -2.264 -1.618 -0.008 0.001 -0.001 -0.598
C -1.223 -4.944 -0.637 0.060 0.039 -0.015 -0.649
C 0.193 4.598 1.004 0.041 -0.009 0.027 -0.993
H 4.505 3.103 -0.382 -0.006 0.001 0.004 0.322
H 6.411 -0.810 0.448 -0.001 0.001 -0.001 0.333
H 1.085 -1.075 -6.073 0.004 0.006 0.006 0.364
H 6.273 -1.167 -2.597 0.002 -0.007 0.002 0.386
H 1.193 -7.844 0.579 0.012 0.003 0.006 0.188
H -4.060 0.339 5.279 -0.002 0.004 0.004 0.396
H 0.389 -3.958 2.647 0.051 -0.024 -0.007 0.310
H -2.388 -3.188 -0.285 0.016 -0.021 -0.006 0.037
H -1.724 -5.192 -1.562 -0.008 0.011 -0.012 0.428
H -2.086 0.434 -1.453 0.004 -0.003 -0.005 -0.053
H 1.522 -8.452 -0.942 0.004 0.006 0.001 0.223
H 3.270 5.974 1.224 -0.001 -0.008 0.007 0.393
H 2.301 -1.693 -4.947 0.001 -0.001 0.007 0.324
H 0.589 1.613 -4.607 -0.003 0.010 0.008 0.235
H -0.570 0.924 -3.445 0.013 0.003 -0.005 0.052
H -5.119 -1.894 0.465 0.001 -0.008 -0.007 0.431
H 0.112 -4.284 -3.503 -0.027 0.002 0.010 0.207
H 5.199 1.550 0.109 -0.003 0.013 0.003 0.346
H 1.937 8.056 1.147 -0.001 -0.003 0.004 0.381
H 1.709 4.541 3.845 -0.010 -0.006 0.016 0.509
H 1.176 -3.306 -0.744 -0.002 -0.009 0.016 0.249
H -0.284 -2.728 -4.284 0.009 -0.027 -0.022 0.357
H -2.319 3.854 5.172 0.002 0.002 0.003 0.404
H 2.491 3.200 -1.590 -0.001 -0.020 -0.004 0.530
H -5.881 0.482 0.693 -0.009 0.006 0.005 0.435
H -0.455 5.472 4.600 0.007 0.003 -0.001 0.388
H -2.635 1.734 0.835 -0.017 0.115 -0.019 0.094
H 1.737 -4.473 -1.948 0.022 0.015 0.010 0.362
H 6.069 -2.356 -0.357 0.001 -0.004 0.003 0.260
H 3.747 2.159 0.928 -0.001 0.011 0.000 -0.141
H -0.536 7.943 1.047 -0.005 -0.002 0.001 0.389
H -6.453 0.923 4.923 0.001 -0.002 0.004 0.353
H -4.280 -2.497 -3.696 0.003 0.000 0.002 0.373
H 1.521 2.180 -0.516 0.005 -0.012 0.013 0.401
H -5.566 -3.049 -1.641 0.002 0.000 0.000 0.288
H 6.500 0.428 -1.848 0.000 -0.002 -0.001 0.332
H -2.532 -0.728 -3.569 0.002 0.001 0.000 0.225
H 2.147 3.759 1.206 0.032 0.002 -0.015 0.406
H 2.396 -0.013 -5.520 0.003 0.001 0.007 0.335
H 5.130 0.142 -2.933 0.001 0.001 0.002 0.230
H 1.256 -5.913 1.477 0.006 0.012 0.005 0.353
H -0.667 0.489 -5.162 0.001 0.003 0.011 0.299
H -0.899 -3.097 -2.663 -0.049 -0.007 0.016 -0.102
H -1.815 1.409 5.011 0.000 -0.002 -0.006 0.556
H -2.605 -0.186 3.352 0.021 0.108 0.081 0.498
H -7.342 0.972 2.604 0.000 -0.001 -0.001 0.322
H 1.718 1.737 -2.214 -0.029 -0.039 -0.074 -0.304
H 2.780 -3.107 -1.483 0.009 -0.019 0.008 0.178
H 4.905 -1.681 0.803 0.003 0.001 0.000 0.211
H -3.735 3.059 0.983 0.023 0.040 0.000 0.260
```
Positions in Å, forces in eV/Å.

Energy above the lowest of the compared OMol25 structures with the same formula, charge and spin ... 46.8 kJ/mol
Charge ... -2
HOMO-LUMO gap (spin up / spin down) ... 4.05 / 5.19 eV
Highest occupied orbital energy (spin up / spin down) ... -0.6 / -1.8 eV
2S+1 ... 2
E_tot ... -114947.568 eV